Entry 1:
The molecule C16H20N2O4S2 at a distorted geometry. Source: the Open Molecules 2025 dataset; level of theory: ωB97M-V/def2-TZVPD.

Structure (ORCA input):
```
! wB97M-V def2-TZVPD RIJCOSX def2/J DEFGRID3
* xyz 0 1
C 4.639 0.353 -0.669
N 3.487 1.204 -0.852
C 2.215 0.644 -0.913
C 2.025 -0.739 -0.834
C 0.756 -1.277 -0.882
C -0.369 -0.467 -0.997
C -1.699 -1.131 -0.993
O -1.855 -2.288 -1.342
N -2.725 -0.367 -0.541
C -4.076 -0.853 -0.415
C -4.566 -0.865 1.035
S -4.413 -2.473 1.878
C -2.599 -2.723 1.902
C -1.885 -1.569 2.496
C -2.093 -0.859 3.644
C -1.109 0.160 3.662
C -0.378 -0.003 2.527
O -0.843 -1.045 1.814
C -0.181 0.909 -1.088
C 1.085 1.456 -1.050
S 3.794 2.737 -1.482
C 3.377 2.562 -3.236
O 5.201 2.963 -1.370
O 2.921 3.702 -0.890
H 4.755 -0.362 -1.489
H 4.564 -0.185 0.277
H 5.509 1.004 -0.639
H 2.865 -1.405 -0.729
H 0.615 -2.345 -0.823
H -2.530 0.551 -0.177
H -4.740 -0.215 -1.011
H -4.092 -1.862 -0.836
H -4.035 -0.123 1.634
H -5.633 -0.656 1.079
H -2.253 -2.908 0.885
H -2.471 -3.629 2.497
H -2.853 -1.040 4.376
H -0.970 0.907 4.417
H 0.459 0.530 2.121
H -1.022 1.576 -1.214
H 1.203 2.525 -1.094
H 4.108 1.898 -3.678
H 2.375 2.162 -3.319
H 3.435 3.546 -3.684
*
```

Calculated values
Highest occupied orbital energy = -8.4 eV
Energy above the lowest of the compared OMol25 structures with the same formula, charge and spin = 45.4 kcal/mol
Gap between HOMO and LUMO = 8.995 eV
Largest force on an atom = 1.1 eV/Å
LUMO energy = 0.582 eV



Entry 2:
C5H7N as an isolated structure. Source: the Open Molecules 2025 dataset; level of theory: ωB97M-V/def2-TZVPD.

Structure (ORCA input):
```
! wB97M-V def2-TZVPD RIJCOSX def2/J DEFGRID3
* xyz 0 1
C -1.965 0.425 -0.295
C 0.250 -0.965 0.754
C 0.381 -0.304 -0.596
C 1.707 0.137 0.065
N 1.148 -0.299 1.383
C -0.678 0.751 -0.335
H -2.313 -0.466 -0.813
H -2.678 0.976 0.308
H -0.443 -1.708 1.148
H 0.323 -0.826 -1.558
H 2.048 1.168 -0.067
H 2.528 -0.556 -0.119
H -0.308 1.669 0.124
*
```

Calculated values
Highest occupied orbital energy = -9.4 eV
Energy above the lowest of the compared OMol25 structures with the same formula, charge and spin = 70.1 kcal/mol
Gap between HOMO and LUMO = 10.510 eV
Largest force on an atom = 0.8 eV/Å
LUMO energy = 1.127 eV



Entry 3:
C28H29N3O8S4V as an isolated structure at a distorted geometry. Source: the Open Molecules 2025 dataset; level of theory: ωB97M-V/def2-TZVPD.

Structure (ORCA input):
```
! wB97M-V def2-TZVPD RIJCOSX def2/J DEFGRID3
* xyz -2 4
V 0.235 -0.198 2.353
S 2.544 -3.012 4.703
C 1.738 -1.717 4.052
S 2.450 -0.634 2.853
S 0.051 -1.386 4.344
C -4.358 0.074 2.473
C -2.879 -0.271 2.327
N -1.905 0.327 2.927
O -2.291 1.361 3.815
C -2.429 -1.432 1.476
C -3.395 -2.392 0.768
N -1.144 -1.639 1.457
O -0.722 -2.722 0.940
H -4.450 1.129 2.724
H -4.763 -0.481 3.321
H -4.914 -0.151 1.563
H -1.445 1.810 3.975
H -4.255 -2.684 1.360
H -2.830 -3.301 0.530
H -3.754 -1.960 -0.169
O 1.114 -0.820 0.221
S 1.751 -2.153 0.351
C 3.414 -1.948 -0.251
C 4.398 -2.656 0.423
C 5.684 -2.596 -0.056
C 5.976 -1.772 -1.131
C 4.979 -1.031 -1.770
C 3.679 -1.112 -1.313
C 1.153 -3.163 -0.985
C 0.586 -2.573 -2.093
C 0.183 -3.382 -3.146
C 0.328 -4.757 -3.036
C 0.819 -5.345 -1.883
C 1.229 -4.540 -0.832
H 4.131 -3.239 1.293
H 6.483 -3.167 0.424
H 6.996 -1.698 -1.515
H 5.216 -0.393 -2.618
H 2.862 -0.582 -1.781
H 0.459 -1.503 -2.138
H -0.261 -2.944 -4.043
H -0.019 -5.388 -3.848
H 0.859 -6.417 -1.770
H 1.613 -4.947 0.102
O 0.259 3.884 3.124
C -0.092 2.989 2.324
O 0.367 1.775 2.223
C -1.246 3.370 1.369
C -1.555 4.735 1.265
C -2.536 5.139 0.365
C -3.225 4.219 -0.413
C -2.940 2.852 -0.329
C -1.916 2.448 0.558
N -3.629 1.951 -1.111
O -3.389 0.691 -0.982
O -4.536 2.374 -1.910
H -1.066 5.451 1.919
H -2.819 6.179 0.266
H -4.009 4.534 -1.077
H -1.677 1.409 0.611
C 0.740 3.641 -2.135
C 0.320 2.366 -2.886
C 0.195 1.331 -1.771
O 0.695 1.915 -0.597
C 1.425 3.078 -0.907
H -0.145 4.210 -1.831
H 1.397 4.299 -2.714
H 1.086 2.090 -3.630
H -0.626 2.479 -3.414
H 0.771 0.440 -2.013
H -0.822 1.015 -1.580
H 2.480 2.823 -1.092
H 1.380 3.716 -0.029
*
```

Calculated values
Highest occupied orbital energy (spin up / spin down) = -0.2 / -2.7 eV
Energy above the lowest of the compared OMol25 structures with the same formula, charge and spin = 8.9 kcal/mol
Gap between HOMO and LUMO (spin up / spin down) = 4.234 / 6.767 eV
Largest force on an atom = 2.1 eV/Å
⟨S²⟩ = 3.791
LUMO energy (spin up / spin down) = 4.077 / 4.077 eV



> Which value of energy above the lowest of the compared OMol25 structures with the same formula, charge and spin does entry 2 give?

70.1 kcal/mol



> Among the records above, which one has the lowest energy above the lowest of the compared OMol25 structures with the same formula, charge and spin?

C28H29N3O8S4V



Repeat the first record exactly.
The molecule C16H20N2O4S2 at a distorted geometry. Source: the Open Molecules 2025 dataset; level of theory: ωB97M-V/def2-TZVPD.

Structure (ORCA input):
```
! wB97M-V def2-TZVPD RIJCOSX def2/J DEFGRID3
* xyz 0 1
C 4.639 0.353 -0.669
N 3.487 1.204 -0.852
C 2.215 0.644 -0.913
C 2.025 -0.739 -0.834
C 0.756 -1.277 -0.882
C -0.369 -0.467 -0.997
C -1.699 -1.131 -0.993
O -1.855 -2.288 -1.342
N -2.725 -0.367 -0.541
C -4.076 -0.853 -0.415
C -4.566 -0.865 1.035
S -4.413 -2.473 1.878
C -2.599 -2.723 1.902
C -1.885 -1.569 2.496
C -2.093 -0.859 3.644
C -1.109 0.160 3.662
C -0.378 -0.003 2.527
O -0.843 -1.045 1.814
C -0.181 0.909 -1.088
C 1.085 1.456 -1.050
S 3.794 2.737 -1.482
C 3.377 2.562 -3.236
O 5.201 2.963 -1.370
O 2.921 3.702 -0.890
H 4.755 -0.362 -1.489
H 4.564 -0.185 0.277
H 5.509 1.004 -0.639
H 2.865 -1.405 -0.729
H 0.615 -2.345 -0.823
H -2.530 0.551 -0.177
H -4.740 -0.215 -1.011
H -4.092 -1.862 -0.836
H -4.035 -0.123 1.634
H -5.633 -0.656 1.079
H -2.253 -2.908 0.885
H -2.471 -3.629 2.497
H -2.853 -1.040 4.376
H -0.970 0.907 4.417
H 0.459 0.530 2.121
H -1.022 1.576 -1.214
H 1.203 2.525 -1.094
H 4.108 1.898 -3.678
H 2.375 2.162 -3.319
H 3.435 3.546 -3.684
*
```

Calculated values
Highest occupied orbital energy = -8.4 eV
Energy above the lowest of the compared OMol25 structures with the same formula, charge and spin = 45.4 kcal/mol
Gap between HOMO and LUMO = 8.995 eV
Largest force on an atom = 1.1 eV/Å
LUMO energy = 0.582 eV



> Look up the energy above the lowest of the compared OMol25 structures with the same formula, charge and spin of the first one.

45.4 kcal/mol